(1)
The following is a quantum chemistry calculation of a 11-piece molecular cluster, C89H181N11O9 overall at a distorted geometry, from the OMol25 dataset.

E_HOMO in Eh: -0.2983
Energy above the lowest of the compared OMol25 structures with the same formula, charge and spin in kJ/mol: 10.2
SMILES: CC1(C)CCCC(C)(C)N1O.CC1(C)CCCC(C)(C)N1O.CC1(C)CCCC(C)(C)N1O.CC1(C)CCCC(C)(C)N1O.CC1(C)CCCC(C)(C)N1O.CC1(C)CCCC(C)(C)N1O.CC1(C)CCCC(C)(C)N1O.CC1(C)CCCC(C)(C)N1O.CC1(C)CCCC(C)(C)N1O.c1cc[nH]c1.c1cc[nH]c1

```
290
C89H181N11O9 wB97M-V/def2-TZVPD
C -2.14549 -4.86907 -4.11963
C -0.66409 -4.80464 -4.46710
C -0.01568 -3.52896 -3.93103
C 0.00563 -5.99762 -3.77841
C 1.39303 -6.42012 -4.26239
C 1.35240 -6.53038 -5.76651
C 0.80727 -5.35348 -6.57264
C 1.86851 -4.21786 -6.44294
C 0.57295 -5.71342 -8.04667
N -0.48727 -5.07016 -5.97810
O -1.05338 -3.96132 -6.63030
H -2.24295 -4.53552 -3.11833
H -2.76354 -4.25297 -4.78398
H -2.55687 -5.88839 -4.13423
H -0.32214 -2.62490 -4.53845
H -0.36256 -3.36695 -2.92402
H 1.07644 -3.52567 -3.86132
H -0.05918 -5.93116 -2.70556
H -0.65906 -6.88139 -3.99317
H 2.17734 -5.75302 -3.92058
H 1.65159 -7.33864 -3.78947
H 0.69087 -7.37221 -5.94235
H 2.34029 -6.81204 -6.15235
H 2.27873 -4.28543 -5.48639
H 1.43741 -3.20648 -6.63676
H 2.76707 -4.39859 -7.05550
H 0.16678 -4.81145 -8.54352
H 0.12947 -6.68121 -8.25203
H 1.59129 -5.77850 -8.36773
H -0.48922 -3.24388 -6.35292
C 4.36322 2.16180 1.67608
C 4.88402 0.98315 0.81286
C 4.60263 1.34949 -0.62715
C 6.42335 0.82089 0.94904
C 6.91679 0.44838 2.32987
C 6.28699 -0.87900 2.73408
C 4.80324 -0.97356 2.59997
C 4.36027 -2.45329 2.56365
C 4.12893 -0.37966 3.86608
N 4.38815 -0.38975 1.23704
O 2.94880 -0.33743 1.17694
H 4.69242 2.11595 2.69722
H 4.77638 3.09435 1.26994
H 3.28462 2.16256 1.56929
H 3.47782 1.50220 -0.82866
H 5.06990 2.28667 -0.79164
H 4.95484 0.61876 -1.31465
H 6.59243 0.01908 0.22953
H 6.89845 1.75994 0.56537
H 7.98380 0.29163 2.32462
H 6.77094 1.23248 2.97219
H 6.46243 -1.23997 3.74329
H 6.68631 -1.68561 2.10650
H 5.00376 -2.93757 3.34123
H 4.59641 -2.86570 1.57851
H 3.30494 -2.52239 2.74684
H 4.56476 0.55623 4.08690
H 4.30692 -1.05018 4.72786
H 3.04778 -0.32339 3.67064
H 2.68626 -1.20219 0.77197
C -0.22829 8.10160 -0.19580
C -1.37652 7.80739 -1.12703
C -1.40477 8.94220 -2.16761
C -1.30106 6.53936 -1.89967
C -1.56849 5.26396 -1.07702
C -2.90056 5.40263 -0.35905
C -3.01589 6.71790 0.47314
C -4.52667 7.00927 0.82959
C -2.18400 6.55471 1.76404
N -2.66218 7.83199 -0.43075
O -2.65872 9.05354 0.30842
H 0.07694 7.37758 0.55876
H 0.64928 8.49214 -0.72292
H -0.54537 8.97714 0.41696
H -1.20453 9.89909 -1.73663
H -0.64379 8.80737 -2.94012
H -2.34449 8.90793 -2.70105
H -1.96043 6.72233 -2.75767
H -0.27259 6.50165 -2.34357
H -1.59299 4.42609 -1.75608
H -0.68037 5.12649 -0.48208
H -3.04030 4.56867 0.35002
H -3.74922 5.48006 -1.06160
H -4.68144 7.88472 1.36996
H -4.97985 6.21932 1.46228
H -5.08800 7.20121 -0.07819
H -1.27785 6.01581 1.62905
H -2.65934 6.03698 2.61442
H -1.93304 7.58067 2.12183
H -3.54068 9.37708 0.22795
C -8.28300 6.23697 0.87822
C -7.89656 4.77357 1.17536
C -9.21148 3.87793 1.45232
C -7.06900 4.26090 -0.01805
C -6.37642 2.91237 0.24220
C -5.62874 2.95888 1.56334
C -6.46977 3.49329 2.75860
C -7.46935 2.40932 3.25541
C -5.50984 3.74917 3.90677
N -7.03120 4.80570 2.35201
O -7.77819 5.25210 3.48323
H -8.78204 6.55372 1.80303
H -7.35387 6.74393 0.77431
H -9.02502 6.39485 0.08122
H -9.47739 3.98302 2.45112
H -9.93910 4.35733 0.84742
H -9.07729 2.87220 0.98105
H -7.66728 4.21687 -0.89194
H -6.24875 4.95625 -0.22591
H -7.18948 2.07077 0.37097
H -5.76642 2.49897 -0.59171
H -4.77397 3.61807 1.52399
H -5.27018 1.95495 1.86452
H -7.95774 1.95851 2.40960
H -8.20969 2.86439 3.93845
H -6.88536 1.67221 3.74474
H -4.89249 4.54700 3.61481
H -5.01271 2.79883 4.14274
H -6.04654 4.09403 4.79236
H -7.30671 6.09903 3.73326
C 3.67417 -3.16902 -2.19387
C 5.09309 -3.78915 -2.39868
C 5.17786 -4.42087 -3.79999
C 6.08956 -2.65999 -2.07204
C 7.52185 -3.19684 -1.90401
C 7.51933 -4.24263 -0.78917
C 6.60400 -5.42463 -1.09226
C 7.18871 -6.38768 -2.09693
C 6.34290 -6.18115 0.29214
N 5.26831 -4.80526 -1.30859
O 4.31253 -5.87677 -1.69721
H 3.54483 -2.82142 -1.17407
H 3.62469 -2.25846 -2.82688
H 2.81476 -3.78655 -2.52621
H 6.12861 -4.85860 -4.08208
H 4.36111 -5.21380 -3.84493
H 4.86587 -3.65241 -4.60358
H 6.06332 -1.88078 -2.87221
H 5.70588 -2.16581 -1.17147
H 7.75038 -3.67776 -2.87363
H 8.26302 -2.44037 -1.71213
H 7.17828 -3.85374 0.17543
H 8.52458 -4.58453 -0.64764
H 6.46407 -7.11690 -2.43103
H 7.98470 -6.94365 -1.51470
H 7.76991 -5.93226 -2.90276
H 5.97216 -7.21499 0.18919
H 5.69896 -5.52580 0.85681
H 7.28831 -6.23942 0.78955
H 3.91086 -5.91638 -0.82449
C 0.02168 2.23351 -7.72469
C -0.70750 1.91645 -6.40797
C -1.01873 0.39529 -6.31823
C 0.27211 2.33429 -5.21250
C 0.32385 3.78848 -5.03850
C -1.14277 4.25968 -4.70810
C -2.03223 4.02525 -5.89520
C -3.41957 4.49859 -5.36156
C -1.79267 4.97057 -7.04363
N -2.00389 2.61352 -6.20455
O -2.90798 2.22235 -7.17789
H 0.37204 3.26858 -7.93298
H 0.94126 1.65044 -7.86367
H -0.58943 1.99077 -8.51783
H -1.64835 0.11432 -7.14486
H -0.04544 -0.09603 -6.44650
H -1.35626 0.16911 -5.32894
H -0.18235 1.81604 -4.33485
H 1.25167 1.98764 -5.51419
H 0.98025 4.18874 -4.24912
H 0.70925 4.31408 -5.92305
H -1.10720 5.32378 -4.43644
H -1.65387 3.71369 -3.89143
H -3.81645 3.91557 -4.57884
H -4.14422 4.56325 -6.16019
H -3.22589 5.51565 -4.99934
H -0.76331 5.02812 -7.40397
H -2.00089 5.96095 -6.76689
H -2.45865 4.67630 -7.88030
H -2.59515 2.65444 -8.02528
C -1.44968 2.57291 1.54416
C -0.79338 1.12888 1.71991
C 0.13438 1.19371 2.89838
C -1.96714 0.16703 2.14666
C -2.94018 -0.11575 1.04211
C -2.18667 -0.77391 -0.20595
C -1.04151 0.11508 -0.69192
C -0.12021 -0.80190 -1.51153
C -1.51093 1.28130 -1.46923
N -0.17019 0.47889 0.56873
O 0.87167 1.33281 0.07742
H -1.71054 3.03488 2.45286
H -0.79251 3.18006 1.01865
H -2.40302 2.50150 1.03581
H 0.85302 2.00964 2.76177
H -0.43659 1.35208 3.78407
H 0.70177 0.25980 3.15839
H -1.52879 -0.77911 2.44448
H -2.53918 0.58177 2.97650
H -3.65770 -0.85627 1.37102
H -3.45938 0.80634 0.68250
H -2.80491 -1.06501 -1.04266
H -1.64751 -1.66162 0.17057
H 0.71958 -0.27318 -1.97066
H -0.74518 -1.40289 -2.20296
H 0.25767 -1.61138 -0.85615
H -2.30143 1.01015 -2.18951
H -0.69441 1.75483 -1.99252
H -1.95333 2.05492 -0.79872
H 1.64132 0.83798 0.38444
C 1.13099 -8.21700 2.03748
C 0.55343 -6.80561 1.74415
C 1.71616 -5.79658 1.59478
C -0.28180 -6.91002 0.46177
C -1.17411 -5.69577 0.16234
C -2.13826 -5.43357 1.36305
C -1.37603 -5.33294 2.67295
C -0.50735 -3.99391 2.71553
C -2.41653 -5.34705 3.73474
N -0.47968 -6.56413 2.77602
O 0.17963 -6.40194 4.00390
H 1.61305 -8.57620 1.10667
H 1.91252 -8.09003 2.84003
H 0.37773 -8.85997 2.43549
H 2.65667 -6.40693 1.33772
H 1.52515 -5.04537 0.82125
H 1.88859 -5.22129 2.53188
H 0.39784 -7.00074 -0.36056
H -0.90775 -7.83222 0.51205
H -0.56141 -4.79971 -0.06145
H -1.72216 -5.85551 -0.79353
H -2.67680 -6.41113 1.59613
H -2.87231 -4.63960 1.29809
H 0.08500 -3.77973 1.84328
H 0.11765 -4.11137 3.57999
H -1.19899 -3.18012 2.93001
H -3.10248 -4.57701 3.43965
H -1.99365 -5.13956 4.73548
H -2.81032 -6.34388 3.68007
H -0.27474 -7.00532 4.60916
C -0.75475 -0.23103 7.27254
C 0.74811 -0.20978 7.71654
C 1.61045 0.18246 6.46127
C 0.87394 0.86207 8.82723
C 2.21511 0.77239 9.56387
C 2.33389 -0.64571 10.11873
C 2.19166 -1.77560 9.07007
C 3.47672 -1.88304 8.24083
C 2.01308 -3.10166 9.83847
N 0.97687 -1.53120 8.34142
O 0.82167 -2.60451 7.32665
H -1.41923 -0.66747 8.00538
H -1.16745 0.76665 7.01126
H -0.78463 -0.96094 6.47889
H 1.13977 1.04236 5.94453
H 2.62838 0.39157 6.74947
H 1.63520 -0.69798 5.84226
H 0.67492 1.86339 8.36724
H 0.05355 0.68098 9.53224
H 3.01565 0.97131 8.84838
H 2.20393 1.60524 10.28916
H 1.61117 -0.87309 10.96629
H 3.30547 -0.82028 10.60253
H 3.79789 -0.88187 7.77299
H 3.37799 -2.58728 7.42243
H 4.30637 -2.13453 8.88655
H 1.17093 -2.93650 10.45306
H 2.90318 -3.39547 10.35292
H 1.84199 -3.83247 9.02854
H 0.13156 -3.06446 7.79986
C 2.62301 5.92425 -0.69596
C 2.46966 6.01575 0.70020
C 1.86743 4.88903 1.05803
N 1.56389 4.10779 -0.00905
C 2.06821 4.73841 -1.10457
H 3.12452 6.63583 -1.29740
H 2.77237 6.72785 1.43934
H 1.64624 4.61264 2.06379
H 0.86828 3.36719 -0.02481
H 1.97979 4.26608 -2.07741
C -4.24424 -1.62422 -3.08702
C -4.96756 -0.59197 -2.46465
C -4.81466 0.53095 -3.28204
N -4.09693 0.20964 -4.43477
C -3.74329 -1.11083 -4.26019
H -4.06039 -2.62154 -2.68615
H -5.38350 -0.53806 -1.50739
H -5.30637 1.50283 -3.19518
H -3.81695 0.80716 -5.21118
H -3.28626 -1.68789 -5.09507
```

Here are the Mulliken charges for atoms 1 to 4, given in e: -1.56, 2.70, -0.21, -2.08


(2)
The following is a quantum chemistry calculation of C8CaF24N4O16S8 as an isolated structure at a distorted geometry, from the OMol25 dataset.

E_HOMO in Eh: -0.2175
Total charge: -2
Energy above the lowest of the compared OMol25 structures with the same formula, charge and spin in kJ/mol: 226.2

```
61
C8CaF24N4O16S8 wB97M-V/def2-TZVPD
Ca -0.12461 0.08454 0.06256
C 4.24531 -1.14872 0.52471
F 3.73965 -0.99120 -0.68221
F 4.94127 -2.27404 0.57961
F 5.03297 -0.11625 0.77897
S 2.80978 -1.08968 1.81058
O 2.10188 -2.34301 1.58589
O 3.51205 -1.12773 3.07871
N 1.78318 0.23473 1.43126
S 2.21749 1.26095 2.57838
O 1.78594 0.85251 3.89536
O 3.56089 1.75459 2.40565
C 1.14300 2.76952 2.13255
F 0.01684 2.35259 1.55311
F 0.82683 3.38489 3.27206
F 1.79685 3.55265 1.27626
C 3.24919 2.55153 -1.52776
F 4.19434 2.30312 -2.40885
F 3.52469 1.92930 -0.38785
F 3.21956 3.85973 -1.31189
S 1.62691 1.77347 -2.19853
O 1.55718 2.28592 -3.53377
O 1.89144 0.35598 -2.15120
N 0.27793 2.10124 -1.11118
S -0.31901 3.34298 -1.90506
O 0.56553 4.49717 -1.87487
O -1.01973 3.07527 -3.12456
C -1.63678 4.04815 -0.65675
F -2.35584 4.97904 -1.27773
F -2.46057 3.05837 -0.26533
F -1.06303 4.54213 0.43236
C -2.15997 -2.41347 -3.80714
F -3.20397 -1.74562 -4.27638
F -2.54050 -3.24714 -2.85636
F -1.66573 -3.12417 -4.82129
S -0.82752 -1.20646 -3.21047
O 0.32557 -1.35706 -4.05293
O -1.41223 0.10059 -3.33111
N -0.50732 -1.57496 -1.57090
S 0.36699 -2.89418 -1.60312
O 0.24483 -3.77571 -2.75599
O 1.71878 -2.57943 -1.22207
C -0.31494 -3.90036 -0.09363
F 0.64326 -4.68112 0.40782
F -0.63899 -3.07297 0.89469
F -1.35707 -4.63200 -0.46804
C -1.27436 -1.65010 3.85412
F -1.40374 -1.60403 5.19112
F -0.04635 -2.05215 3.54090
F -2.10122 -2.62268 3.43626
S -1.86687 0.04756 3.20484
O -3.11498 0.22455 3.93799
O -0.82704 0.95590 3.59916
N -1.93104 -0.21923 1.53334
S -3.54533 -0.31875 1.32467
O -4.20327 -1.41452 1.97336
O -4.21720 0.95344 1.24786
C -3.63705 -0.91566 -0.45797
F -4.92872 -1.05130 -0.78789
F -3.13574 0.01632 -1.26529
F -3.07944 -2.10500 -0.54605
```

Here are the Mulliken charges for atoms 1 to 4, given in e: 4.78, 0.64, -0.15, -0.23


(3)
The following is a quantum chemistry calculation of C8H10AlI4O3 as an isolated structure, from the OMol25 dataset.

E_HOMO in Eh: -0.2117
Total charge: -1

```
26
C8H10AlI4O3 wB97M-V/def2-TZVPD
C 3.95999 1.39226 0.33184
C 2.46403 1.27562 0.34653
I 1.53050 2.90487 1.28895
C 1.73311 0.33078 -0.20889
I 2.82385 -1.12277 -1.28645
C 0.20267 0.25255 -0.12678
O -0.21200 0.33770 1.18531
Al -0.73339 -1.25152 1.81425
O 0.68398 -2.04456 2.50059
O -1.05332 -1.83081 0.14743
C -0.51060 -0.98429 -0.80796
C -1.56064 -0.48219 -1.80800
I -0.78851 -0.31650 -3.75089
C -2.81103 -0.15771 -1.51174
C -3.37953 -0.17185 -0.11612
I -4.21633 0.45588 -2.95553
H 4.29392 2.20675 0.96548
H 4.42306 0.47363 0.68887
H 4.30992 1.59074 -0.68271
H -0.14615 1.13484 -0.68845
H -1.99709 -1.21892 2.78472
H 0.61604 -3.00218 2.48959
H 0.18143 -1.57629 -1.40214
H -4.36918 0.27078 -0.09385
H -3.44923 -1.19800 0.23787
H -2.71613 0.35991 0.56138
```

Here are the Mulliken charges for atoms 1 to 4, given in e: -1.43, 0.34, -0.02, -0.67


(4)
The following is a quantum chemistry calculation of C8H10AsClF6N2OPt as an isolated structure at a distorted geometry, from the OMol25 dataset.

E_HOMO (alpha / beta) in Eh: -0.5217 / -0.5214
Multiplicity: 4
Total charge: +1
Energy above the lowest of the compared OMol25 structures with the same formula, charge and spin in kJ/mol: 0.0

```
30
C8H10AsClF6N2OPt wB97M-V/def2-TZVPD
Pt -0.49490 0.68100 -1.61609
C 3.75596 -1.12563 -1.23785
C 2.59741 -0.22564 -0.95445
O 1.63575 -0.20027 -1.74884
N 2.67607 0.50499 0.15719
C 1.65171 1.41774 0.64215
C 0.55279 0.64603 1.32243
C 0.46824 0.54484 2.69940
C -0.55381 -0.20272 3.26235
C -1.40431 -0.90567 2.43170
C -1.23745 -0.80413 1.06309
N -0.30179 -0.01535 0.53190
H 3.83994 -1.27225 -2.30841
H 3.56913 -2.09120 -0.77731
H 4.68870 -0.72484 -0.84403
H 3.46984 0.35280 0.75235
H 1.26596 1.99076 -0.19207
H 2.11681 2.10529 1.33953
H 1.16922 1.08499 3.32485
H -0.67714 -0.24115 4.33551
H -2.20924 -1.51997 2.81549
H -1.86436 -1.34976 0.38195
F -1.97035 -1.17325 -1.85072
As -3.62880 -0.21080 -1.88894
F -4.19740 -1.25762 -3.08313
F -4.09501 -1.19005 -0.54691
F -4.96572 0.81047 -1.84202
F -2.77494 0.88289 -0.62849
F -2.71429 0.79341 -3.04422
Cl -0.36801 2.69509 -2.49637
```

Here are the Mulliken charges for atoms 1 to 4, given in e: 1.83, -1.22, 0.94, -0.76


Q: Which formula does entry 2 have?
A: C8CaF24N4O16S8